ORCA calculation (wB97M-V/def2-TZVPD) on a molecular structure, C33H38CaIN4OP in a non-equilibrium geometry.

The geometry in XYZ format:
```
79
Properties=species:S:1:pos:R:3:lowdin_charge:R:1
Ca -7.35624 -16.44248 -6.06323 1.083
I -8.56649 -18.22333 -3.71469 0.964
C -7.80889 -20.21515 -3.47948 -0.541
C -8.68394 -20.83531 -2.64785 -0.205
C -8.47891 -22.13406 -2.16923 -0.045
C -7.34963 -22.78311 -2.52884 -0.007
C -6.43463 -22.16996 -3.40955 -0.149
C -5.33057 -22.96020 -3.77736 0.000
C -4.40097 -22.47699 -4.63779 -0.040
C -4.58244 -21.21613 -5.18231 -0.092
C -5.63130 -20.38333 -4.86902 -0.294
P -5.62185 -18.77950 -5.79939 0.967
C -5.58063 -19.31340 -7.55319 -0.396
C -4.45791 -19.25069 -8.37673 -0.085
C -4.49630 -19.75052 -9.67963 -0.060
C -5.66071 -20.30011 -10.16895 -0.063
C -6.79685 -20.38867 -9.35055 -0.065
C -6.75066 -19.86896 -8.05645 -0.120
C -4.03867 -17.96458 -5.39321 -0.386
C -3.27534 -18.28954 -4.26408 -0.075
C -2.12325 -17.57015 -3.99880 -0.065
C -1.71284 -16.54879 -4.83504 -0.064
C -2.42167 -16.24891 -5.99044 -0.064
C -3.60695 -16.91561 -6.22242 -0.144
C -6.61690 -20.86037 -3.94239 -0.170
H -9.58023 -20.30961 -2.34833 0.066
H -9.19817 -22.58765 -1.52100 0.118
H -7.17619 -23.80288 -2.22780 0.127
H -5.26829 -23.95940 -3.40056 0.124
H -3.57686 -23.10668 -4.95363 0.125
H -3.86416 -20.81151 -5.91534 0.123
H -3.52628 -18.82721 -7.99347 0.106
H -3.58225 -19.74841 -10.26601 0.119
H -5.68597 -20.70735 -11.17842 0.118
H -7.69626 -20.84139 -9.74677 0.101
H -7.62155 -19.99363 -7.40601 0.104
H -3.52654 -19.14505 -3.64159 0.109
H -1.51080 -17.82786 -3.13839 0.118
H -0.81002 -16.02164 -4.59304 0.111
H -2.05254 -15.50261 -6.67541 0.114
H -4.17244 -16.73083 -7.14572 0.098
C -12.24506 -18.07155 -7.87156 -0.063
C -11.12154 -18.87116 -8.48464 -0.199
N -10.19814 -18.09356 -9.33479 -0.062
C -10.47879 -18.13524 -10.78773 -0.186
C -9.84089 -19.30065 -11.51768 -0.057
C -9.23115 -17.32988 -8.81566 -0.445
C -8.24426 -16.63888 -9.71959 0.007
N -9.10361 -17.12124 -7.53197 -0.055
H -12.86732 -18.69457 -7.23797 0.087
H -12.87823 -17.58734 -8.62845 0.093
H -11.86547 -17.26445 -7.23567 0.070
H -11.53661 -19.62450 -9.15397 0.124
H -10.52635 -19.39701 -7.72679 0.121
H -10.13350 -17.20303 -11.19548 0.106
H -11.57454 -18.12632 -10.86908 0.134
H -8.75448 -19.25555 -11.45727 0.059
H -10.13308 -19.26039 -12.56682 0.091
H -10.15986 -20.26394 -11.14907 0.075
H -8.65682 -15.67134 -10.06928 0.116
H -8.01611 -17.25609 -10.57479 0.076
H -7.32723 -16.46804 -9.17206 0.063
H -9.85125 -17.57135 -7.02017 0.005
N -6.49996 -15.04554 -4.35413 0.020
C -6.13864 -14.59293 -3.34707 -0.246
N -5.67436 -14.07749 -2.24899 -0.060
C -4.98594 -12.74714 -2.26550 -0.074
C -3.88932 -12.72708 -1.24164 -0.193
O -4.32272 -13.10766 0.04516 -0.087
C -4.75292 -14.45155 -0.00382 -0.185
C -5.92587 -14.64438 -0.92289 -0.100
H -5.74373 -12.00335 -2.03855 0.137
H -4.58105 -12.55193 -3.26699 0.142
H -3.53368 -11.69383 -1.20376 0.145
H -3.06096 -13.34325 -1.56112 0.128
H -5.07658 -14.75399 0.98963 0.143
H -3.92981 -15.07783 -0.31742 0.128
H -6.81614 -14.13536 -0.51305 0.147
H -6.15061 -15.70649 -1.01854 0.135
```

Computed properties:
LUMO level	-5.3	eV
relative energy (zero: lowest compared OMol25 entry of this formula, charge and spin)	0.00	kcal per mole
max |F|	1.68	eV Å⁻¹
spin multiplicity	1
frontier orbital gap	7.85	eV
charge	+2
HOMO	-13.18	eV

ORCA calculation (wB97M-V/def2-TZVPD) on a molecular structure, C33H38HfN2P2SSbSe4Te in a non-equilibrium geometry.

The geometry in XYZ format:
```
83
Properties=species:S:1:pos:R:3:lowdin_charge:R:1
Hf -1.80479 -0.53649 -0.80923 0.572
C 0.63354 -0.29037 2.70797 -0.264
C 1.38724 0.96483 2.21503 -0.368
P 0.24210 1.97454 1.18693 1.015
C 1.30540 3.01982 0.12036 -0.353
C 2.68766 3.12901 0.25747 -0.070
C 3.43247 3.91115 -0.61830 -0.064
C 2.80354 4.61810 -1.63201 -0.071
C 1.42239 4.52751 -1.77475 -0.114
C 0.68146 3.71550 -0.92510 -0.134
C -0.48913 3.16712 2.36837 -0.348
C -0.40031 3.00370 3.75004 -0.091
C -1.06001 3.87532 4.60730 -0.071
C -1.81727 4.91730 4.09975 -0.072
C -1.92070 5.08420 2.72613 -0.066
C -1.27199 4.21112 1.86828 -0.117
C -0.11222 -1.05746 1.59026 -0.428
P 0.97070 -1.23088 0.10014 1.013
C 0.04555 -2.48171 -0.88996 -0.487
C -1.05718 -3.21820 -0.44992 -0.212
C -1.65246 -4.16829 -1.27759 -0.043
C -1.12704 -4.41300 -2.53367 -0.045
C -0.01172 -3.70393 -2.97588 -0.055
C 0.55617 -2.73406 -2.17319 -0.117
C 2.31867 -2.23750 0.79468 -0.372
C 3.61034 -1.71903 0.76604 -0.104
C 4.66203 -2.44143 1.31482 -0.067
C 4.42273 -3.68184 1.88519 -0.062
C 3.13598 -4.20841 1.90630 -0.057
C 2.08453 -3.48972 1.36229 -0.071
H -0.10019 -0.00678 3.46317 0.110
H 1.32983 -0.97747 3.19107 0.115
H 2.24040 0.67353 1.59998 0.041
H 1.79524 1.52438 3.05692 0.087
H 3.19526 2.61770 1.06662 0.102
H 4.50445 3.98806 -0.49042 0.112
H 3.38145 5.25315 -2.29147 0.112
H 0.91858 5.12443 -2.53129 0.113
H -0.39279 3.63771 -1.05855 0.070
H 0.18657 2.20585 4.18205 0.086
H -0.97763 3.73380 5.67731 0.110
H -2.33097 5.59487 4.76908 0.110
H -2.51812 5.89013 2.31991 0.112
H -1.38819 4.34810 0.80179 0.072
H -1.06658 -0.51126 1.45385 -0.002
H -0.38888 -2.04932 1.95285 0.039
H -1.45282 -3.09716 0.55171 0.008
H -2.52020 -4.70430 -0.91546 0.116
H -1.58427 -5.15200 -3.17807 0.122
H 0.39918 -3.90264 -3.95721 0.120
H 1.41972 -2.17916 -2.52190 0.103
H 3.79561 -0.75487 0.30626 0.097
H 5.66585 -2.03813 1.29245 0.110
H 5.24166 -4.24632 2.31183 0.113
H 2.95554 -5.18124 2.34431 0.113
H 1.08338 -3.90656 1.37314 0.109
Se -6.26337 0.89483 -2.54810 -0.035
Sb -3.95065 1.19179 -2.75238 -0.156
Se -2.80306 1.76762 -0.48840 0.048
Se -2.74113 -1.07005 -3.11474 0.110
Se -2.91521 2.77966 -4.30501 0.002
Te -4.08853 -1.48424 0.61068 0.825
C -3.69231 -3.37521 1.44681 -1.034
C -4.37334 -4.52584 1.16629 -0.258
C -3.97703 -5.62379 1.98578 -0.184
C -3.01151 -5.28650 2.88155 -0.406
S -2.59792 -3.62771 2.75230 0.926
H -5.13412 -4.58589 0.39927 0.105
H -4.39928 -6.61658 1.91488 0.107
H -2.54248 -5.92098 3.61700 0.068
N 0.37178 2.88067 -4.32537 0.133
C 1.13377 1.59979 -4.18749 -0.130
C 0.22797 0.51845 -3.62994 -0.277
N -0.18341 0.78208 -2.24904 -0.110
H 0.63271 3.40109 -5.15985 0.162
H 0.55288 3.47912 -3.51182 0.083
H -0.70541 2.73301 -4.34198 -0.063
H 1.97834 1.80423 -3.52837 0.127
H 1.51406 1.31715 -5.16686 0.133
H 0.72300 -0.44746 -3.70652 0.102
H -0.67916 0.45132 -4.23181 0.051
H -0.76953 1.61808 -2.21128 -0.031
H 0.62317 0.95395 -1.65330 0.028
```

Computed properties:
LUMO level	-3.6	eV
relative energy (zero: lowest compared OMol25 entry of this formula, charge and spin)	58.74	kcal per mole
max |F|	1.19	eV Å⁻¹
spin multiplicity	1
frontier orbital gap	5.99	eV
charge	+1
HOMO	-9.63	eV

ORCA calculation (wB97M-V/def2-TZVPD) on 2 unconnected molecules or ions with the total composition C33H38N2O3Si in a non-equilibrium geometry.

The geometry in XYZ format:
```
77
Properties=species:S:1:pos:R:3:lowdin_charge:R:1
C -0.88752 -5.15515 2.88050 -0.124
C -2.38941 -4.99368 2.91674 -0.120
C -2.60913 -3.47418 2.70731 -0.505
O -3.71464 -2.96261 2.57020 -0.007
N -1.38056 -2.80172 2.67438 0.143
C -0.39638 -3.73335 2.59675 -0.490
O 0.81319 -3.53684 2.32244 -0.050
H -0.50217 -5.50725 3.84810 0.116
H -0.55612 -5.83624 2.08661 0.112
H -2.87528 -5.56118 2.10973 0.112
H -2.78414 -5.32989 3.88601 0.112
C -2.22296 0.43312 -5.00570 -0.143
Si -0.40333 0.58734 -4.68086 0.415
C 0.68359 -0.39783 -5.81701 -0.150
C 0.20263 2.33334 -4.55128 -0.137
O -0.21143 -0.23887 -3.23035 -0.168
C 0.10929 0.18919 -1.92002 -0.332
C 1.60418 0.55626 -1.84498 -0.147
C 2.49930 -0.05066 -2.73486 -0.059
C 3.81537 0.40465 -2.82088 -0.062
C 4.28924 1.31096 -1.87116 -0.080
C 3.45138 1.74532 -0.84210 -0.064
C 2.09282 1.40376 -0.84618 -0.054
C -0.90599 1.28355 -1.50075 -0.157
C -0.56883 2.63520 -1.35794 -0.050
C -1.56753 3.56331 -1.01994 -0.066
C -2.90388 3.18500 -0.94634 -0.079
C -3.24788 1.85661 -1.19505 -0.065
C -2.25366 0.91221 -1.46620 -0.059
C -0.07833 -1.10780 -1.04328 -0.146
C 0.85705 -2.27802 -1.43342 -0.090
C 2.01236 -2.24328 -0.43889 -0.119
C 1.50270 -1.44911 0.77769 -0.140
N 0.28875 -0.82310 0.34212 0.001
C -0.47917 -0.14822 1.18816 -0.006
C -0.01816 0.17185 2.46520 -0.056
C -0.82925 0.49768 3.53277 0.018
C -0.38478 1.31926 4.61872 -0.212
C -1.31024 1.63610 5.64533 -0.024
C -0.89548 2.30742 6.79090 -0.076
C 0.44786 2.69430 6.93644 -0.071
C 1.35955 2.48091 5.88469 -0.076
C 0.94967 1.82325 4.72848 -0.016
H -2.50449 0.97819 -5.91894 0.038
H -2.48946 -0.62431 -5.13064 0.042
H -2.81190 0.82354 -4.16697 0.024
H 0.65960 -0.01653 -6.84879 0.039
H 1.71822 -0.35702 -5.45302 0.023
H 0.36718 -1.44907 -5.81646 0.043
H 0.34495 2.74335 -5.56366 0.044
H -0.51045 2.97368 -4.01543 0.034
H 1.16809 2.37234 -4.02537 0.041
H 2.18170 -0.88740 -3.36792 0.106
H 4.43449 0.03223 -3.63716 0.110
H 5.31638 1.66937 -1.93462 0.104
H 3.82663 2.36719 -0.02957 0.106
H 1.41778 1.79764 -0.07776 0.114
H 0.45609 2.97569 -1.53080 0.109
H -1.26360 4.58689 -0.80463 0.107
H -3.67632 3.90541 -0.67256 0.107
H -4.28201 1.51777 -1.15936 0.111
H -2.52558 -0.12492 -1.68553 0.126
H -1.13363 -1.44467 -1.11337 0.159
H 0.26856 -3.19053 -1.28012 0.127
H 1.16991 -2.25342 -2.47474 0.102
H 2.30442 -3.23844 -0.10326 0.116
H 2.87945 -1.72394 -0.85746 0.099
H 1.24578 -2.19568 1.59152 0.078
H 2.26164 -0.73526 1.14659 0.132
H -1.50369 0.10408 0.90289 0.151
H 1.05597 0.13322 2.65662 0.108
H -1.84976 0.08244 3.58174 0.137
H -2.33995 1.30266 5.51528 0.117
H -1.61552 2.50510 7.58796 0.107
H 0.78245 3.18103 7.85601 0.105
H 2.38923 2.82673 5.97735 0.105
H 1.65515 1.66105 3.91006 0.106
```

Computed properties:
LUMO level	-1.4	eV
max |F|	2.61	eV Å⁻¹
spin multiplicity	1
frontier orbital gap	6.48	eV
charge	0
HOMO	-7.86	eV